Record 1
A structure of composition C39H28AsCl3NO4OsS. Source: the Open Molecules 2025 dataset; level of theory: ωB97M-V/def2-TZVPD.

Structure (ORCA input):
```
! RIJCOSX wB97M-V def2-TZVPD def2/J DEFGRID3
* xyz 1 1
C 3.363 7.456 -1.982
C -2.097 0.070 -1.595
H -1.551 -5.409 -3.079
H 2.452 1.862 2.962
H 2.158 -6.253 -0.683
C -2.534 -0.423 3.915
Cl 1.817 -7.051 -3.384
O 2.472 1.147 -0.161
H -1.745 3.915 3.367
Cl 4.348 6.963 0.478
C -1.371 -1.565 2.151
H 0.314 6.213 0.401
C -4.370 0.299 -2.298
C 1.770 -4.348 -3.453
N 2.496 4.632 0.276
H 1.645 -4.452 -4.523
C -2.464 -0.936 -0.704
C -1.788 -1.122 4.853
H 3.343 4.733 0.818
S -0.391 0.621 -1.747
C 2.088 -4.105 -0.699
C -0.886 4.068 2.728
H -5.117 0.781 -2.914
C -1.282 -3.894 -1.590
C 1.810 -3.092 -2.874
O 1.939 -3.059 1.435
C 2.486 5.501 -0.826
C -0.606 -2.254 3.088
H -1.911 -6.682 0.996
C -1.736 -6.196 -1.088
H -3.280 0.292 4.236
C -1.255 -3.604 -0.232
H 3.380 2.720 1.713
C -3.789 -1.336 -0.626
H -2.751 1.478 -3.082
C 2.541 7.198 -3.065
O 2.099 -1.735 -0.960
H 1.736 -2.200 -3.485
C 1.695 5.254 -1.953
Os 0.849 -0.440 -0.364
C 2.401 2.331 1.980
H -1.655 5.854 1.820
C -2.325 -0.639 2.561
H 0.154 2.336 3.441
H -2.910 -0.088 1.835
H -1.135 -3.111 -2.329
H 4.030 8.306 -1.975
C -1.496 -4.603 0.704
H -0.237 -2.572 5.170
C 1.956 -2.966 -1.498
O 1.044 0.440 1.334
C 3.322 6.618 -0.882
C 2.028 1.294 0.983
C 2.057 -5.365 -1.295
H 0.168 -2.943 2.775
C -1.728 -5.901 0.269
H -1.915 -7.210 -1.419
H 2.464 -4.994 1.252
C -0.825 -2.033 4.439
H -4.079 -2.132 0.049
C 1.298 3.376 1.963
Cl 0.707 3.827 -2.004
C -0.833 5.152 1.864
C 1.888 -5.483 -2.659
C 2.161 -4.047 0.770
H -1.503 -4.381 1.764
H 2.560 7.851 -3.926
H 1.072 5.862 -3.898
H -1.956 -0.956 5.909
C 0.183 3.189 2.772
H -5.777 -1.018 -1.361
C -1.527 -5.188 -2.020
C 1.705 6.093 -3.052
C -4.742 -0.711 -1.422
C -3.042 0.694 -2.396
As -1.015 -1.760 0.273
C 1.349 4.470 1.097
C 0.277 5.357 1.062
*
```

Results
* F_max: 1.09 eV/A
* gap between HOMO and LUMO: 6.194 eV
* LUMO level: -0.15186 Ha

---

Record 2
A structure of composition C39H28BrN7O9Y. Source: the Open Molecules 2025 dataset; level of theory: ωB97M-V/def2-TZVPD.

Structure (ORCA input):
```
! RIJCOSX wB97M-V def2-TZVPD def2/J DEFGRID3
* xyz -1 1
C -4.218 -4.686 -1.426
H -2.215 -5.518 -1.899
O -0.388 3.177 -1.219
H 2.190 3.881 3.946
C -1.371 0.632 4.304
H 4.996 1.524 1.709
C 2.700 -7.774 -0.077
C 0.264 -1.329 5.443
C 3.159 0.977 -0.389
O 0.601 -0.246 1.435
H 0.431 4.787 0.755
C 0.095 5.781 0.471
C 3.747 -5.715 -0.639
H -2.216 0.845 6.334
C -0.267 0.364 2.117
C 1.653 1.128 -4.932
C -4.952 -3.552 -1.052
H 3.813 -8.771 1.500
C -2.108 -3.447 -1.355
C -1.260 4.047 -1.678
H 3.717 -4.858 -1.280
H 0.729 6.569 0.880
C 3.688 -7.875 0.880
O -0.876 -0.989 -0.502
H -2.010 1.304 3.811
C 4.002 2.026 1.795
C -3.345 4.542 -2.827
C -0.969 5.450 -1.627
N -2.321 1.197 -1.369
C -1.461 0.382 5.661
H -4.768 -1.354 -0.759
N 0.132 0.512 -3.150
C -2.780 -4.625 -1.559
H 5.549 -7.181 1.722
H 0.502 3.408 2.258
O 3.618 1.231 -3.026
N 1.791 2.365 0.983
C -3.032 2.231 -1.873
Br 1.706 -6.500 -2.473
H -0.898 5.957 0.946
C 3.701 2.702 2.955
H -1.014 -3.539 -1.468
C -0.387 0.003 3.555
C -4.227 -2.308 -0.884
H -4.271 4.201 -3.223
C -2.562 3.593 -2.138
C -0.764 0.178 -4.050
O 0.135 5.844 -0.980
H 0.782 1.069 -6.925
C 0.479 -0.920 4.187
H -4.099 2.108 -1.912
H -3.489 6.608 -3.561
Y -0.105 1.169 -0.410
H 2.071 -8.628 -0.293
H 0.896 -2.002 5.931
H -1.417 7.344 -2.715
C 2.458 1.140 -2.601
H 2.624 1.586 -5.209
O -0.499 -2.230 7.837
C -2.806 -2.310 -0.974
O -1.421 -0.262 8.302
C -0.802 -0.727 6.178
H -1.347 0.023 -6.107
C 0.625 0.845 -5.894
N 2.080 1.113 -1.324
O 4.130 0.257 -0.561
C 4.662 -6.968 1.053
N -2.917 0.080 -1.196
N -0.902 -1.123 7.544
C -0.560 0.280 -5.409
C 3.009 1.812 0.832
C -2.949 5.877 -2.953
C -2.100 -0.985 -0.877
C 2.417 3.258 3.116
C 1.511 2.986 2.153
H -4.770 -5.609 -1.438
C 1.369 0.952 -3.595
O -1.003 1.337 1.734
C 2.800 -6.738 -0.928
H 1.262 -1.361 3.520
H 4.493 2.813 3.680
N 4.672 -5.826 0.285
C -1.695 6.327 -2.480
H -1.669 -0.204 -3.683
H -6.032 -3.659 -0.913
*
```

Results
* F_max: 6.02 eV/A
* gap between HOMO and LUMO: 5.471 eV
* LUMO level: 0.03613 Ha

---

Record 3
A structure of composition C39H28Cl3N5O7SSn. Source: the Open Molecules 2025 dataset; level of theory: ωB97M-V/def2-TZVPD.

Structure (ORCA input):
```
! RIJCOSX wB97M-V def2-TZVPD def2/J DEFGRID3
* xyz -2 1
C -1.176 -0.149 -0.063
C -4.430 -3.025 3.972
N 5.557 2.190 1.663
H 1.642 0.655 -1.283
C -2.307 -3.198 2.793
C 2.977 3.072 -0.813
C -1.186 -2.504 0.633
C 2.551 2.031 -4.375
O 6.086 1.190 1.051
C 3.296 0.036 2.101
H 2.103 5.165 1.682
H -4.762 -3.469 -1.317
O 5.942 2.550 2.824
O 0.100 -2.965 2.605
C -1.142 -2.462 2.156
C 2.784 -1.134 2.569
H -3.628 -6.270 3.410
Cl -1.285 -5.630 2.055
C 1.020 0.272 2.954
H -0.046 -1.862 4.368
C 2.674 4.405 1.163
H 1.404 -2.848 4.136
Cl -0.510 0.896 3.471
C -4.999 0.396 -0.030
C 3.208 1.704 -5.545
C -3.901 2.636 -0.149
N -0.557 -1.337 0.040
N -0.407 0.751 -0.632
S 2.174 1.318 2.248
H -3.234 -1.363 3.362
H 1.467 2.018 -4.334
O 0.631 5.761 -0.274
H -1.758 -2.567 -4.240
H 1.446 -1.965 -0.428
C 0.705 -2.177 3.636
H 6.389 2.124 -4.504
C -2.430 -2.253 -3.449
C 4.597 1.721 -5.612
N -3.240 0.833 -1.627
H 1.557 2.961 -2.236
O 0.222 3.871 -1.403
H 4.125 4.138 2.737
H -1.248 -1.412 2.442
C 4.495 2.849 1.062
C 4.664 2.424 -3.294
Cl -5.889 -5.174 4.742
H 4.279 0.213 1.677
H -2.219 -2.519 0.279
C 0.809 0.130 -0.846
C -4.171 -1.415 -1.415
N 2.532 2.705 -2.097
O -2.824 3.251 -0.607
C -5.055 -0.937 -0.391
Sn -1.524 2.460 -1.986
C -3.321 -2.444 3.376
C -2.450 -4.582 2.812
C -3.250 -3.181 -2.818
C 4.084 2.473 -0.230
H -5.207 -2.419 4.415
H 2.625 1.429 -6.417
C -4.087 1.247 -0.634
C 0.937 4.625 -0.613
H -5.635 0.813 0.740
H 3.332 -2.067 2.557
H -2.202 -0.003 0.229
C 1.454 -1.016 3.069
C 2.220 4.023 -0.102
H -0.691 -3.404 0.274
O -4.685 3.161 0.624
H -1.812 -0.200 -3.557
C -3.542 -5.194 3.409
H 4.638 1.693 -0.728
C 0.730 -1.162 -0.424
C -4.112 -2.755 -1.815
C -3.303 -0.472 -2.040
C 3.791 3.854 1.752
C 3.264 2.392 -3.217
H 5.243 2.725 -2.434
C -2.462 -0.918 -3.072
H -3.218 -4.226 -3.102
H -5.744 -1.625 0.085
C 5.305 2.090 -4.476
C -4.518 -4.404 3.986
H 5.113 1.456 -6.526
*
```

Results
* F_max: 0.48 eV/A
* gap between HOMO and LUMO (spin up / spin down): 4.370 / 3.824 eV
* LUMO level (spin up / spin down): 0.11762 / 0.11761 Ha